This record from the OMol25 dataset describes a 5-piece molecular cluster, C27H50N3O11 overall at a distorted geometry. The level of theory is ωB97M-V with the def2-TZVPD basis set.

Values from the calculation:
E_tot: -2050.303988 Ha
Max |F|: 3.4 eV Å⁻¹
Charge: +1
M: 592.71 g/mol
Kohn-Sham gap: 0.235 hartree
E_HOMO: -11.260 eV

Atoms and positions in Å:
O1 -7.766 3.222 3.320
O2 1.089 -1.398 -0.968
O3 7.135 -1.718 -1.709
O4 -9.371 3.603 1.863
O5 2.505 0.513 1.075
O6 -0.971 -0.987 -0.290
O7 9.396 -2.982 -1.369
O8 -4.341 2.901 2.501
O9 -3.273 -4.331 -3.579
O10 -4.476 1.455 0.846
O11 -1.598 -4.120 -2.164
N1 7.884 0.231 -0.878
N2 4.193 -1.465 0.204
N3 8.172 -1.020 -1.150
C1 3.492 0.944 0.158
C2 -3.861 2.866 4.891
C3 -7.166 4.633 1.513
C4 2.911 1.110 -1.297
C5 -8.124 3.791 2.316
C6 -0.212 -0.049 -2.422
C7 8.771 3.161 -0.970
C8 -2.642 -6.329 -2.483
C9 4.684 -0.088 0.051
C10 -4.731 1.723 1.996
C11 -0.814 -4.579 -1.055
C12 -9.960 4.363 0.799
C13 8.924 0.818 -0.306
C14 6.427 -2.397 -0.584
C15 4.870 -2.372 -0.741
C16 -2.554 -4.851 -2.769
C17 8.686 2.303 0.052
C18 0.388 -5.369 -1.528
C19 -5.399 0.720 2.900
C20 10.214 0.276 0.021
C21 10.455 -1.080 -0.353
C22 -9.607 3.780 -0.554
C23 9.311 -1.683 -0.963
C24 -4.755 3.392 3.785
C25 0.030 -0.837 -1.161
C26 -2.195 -0.226 -0.321
C27 -3.202 -0.854 -1.261
H1 -2.304 -6.608 -1.488
H2 3.727 1.556 -1.915
H3 -0.512 -0.733 -3.216
H4 10.961 0.899 0.529
H5 4.366 -1.807 1.149
H6 3.896 1.929 0.487
H7 6.780 -1.943 0.366
H8 5.466 0.200 0.795
H9 -10.107 4.332 -1.351
H10 6.742 -3.467 -0.656
H11 -8.532 3.809 -0.735
H12 -6.590 3.986 0.850
H13 8.426 2.606 1.080
H14 -5.963 1.169 3.713
H15 -4.153 3.291 5.852
H16 9.262 2.862 -1.916
H17 -1.428 -5.134 -0.343
H18 -6.111 0.147 2.308
H19 9.133 -3.534 -0.608
H20 8.321 4.166 -0.890
H21 -3.389 -1.891 -0.978
H22 -4.643 0.046 3.304
H23 5.135 0.065 -0.956
H24 0.717 0.443 -2.704
H25 -5.812 3.177 3.957
H26 -9.911 2.734 -0.605
H27 -7.649 5.416 0.933
H28 0.987 -4.769 -2.216
H29 1.742 0.153 0.598
H30 -0.956 0.737 -2.313
H31 -3.911 1.779 4.964
H32 -4.142 -0.303 -1.232
H33 1.981 1.707 -1.323
H34 -3.687 -6.628 -2.551
H35 -2.589 -0.247 0.693
H36 -2.838 -0.868 -2.289
H37 -4.664 4.478 3.737
H38 -11.037 4.302 0.949
H39 -1.999 0.821 -0.553
H40 4.518 -3.393 -0.453
H41 -6.488 5.133 2.202
H42 -2.819 3.124 4.692
H43 4.517 -2.206 -1.778
H44 11.402 -1.606 -0.186
H45 -2.065 -6.872 -3.232
H46 -9.696 5.419 0.883
H47 0.090 -6.269 -2.069
H48 1.010 -5.664 -0.682
H49 -0.474 -3.682 -0.536
H50 2.773 0.076 -1.685